The following is a quantum chemistry calculation of a cluster of 4 separate species, C4H19N3O3S in total, from the OMol25 dataset.

```
30
Properties=species:S:1:pos:R:3:forces:R:3
N -2.74939 1.15736 -1.62092 -0.4009 -0.0946 -0.2338
C -2.80195 0.09363 -0.65201 0.0314 -0.2223 -0.1987
N -1.65726 -0.84536 -0.66411 -0.0017 0.2041 0.2698
C -0.86258 -0.95586 0.56763 0.4241 0.0387 -0.1480
C 0.56575 -0.41045 0.38625 0.3111 -0.4011 0.7051
N 1.40205 -0.88102 1.50732 -0.3701 0.8074 0.1660
C 0.59272 1.11743 0.38140 0.0256 0.0857 -0.8097
S 1.90900 1.85717 -0.64944 0.2233 0.1544 0.3141
H -1.99995 1.80919 -1.46858 0.2606 0.0959 0.0646
H -2.69279 0.82187 -2.57917 0.0228 0.0316 0.2879
H -2.90641 0.52835 0.34154 0.1734 0.0938 0.0514
H -3.72468 -0.46353 -0.81699 -0.0110 -0.0597 -0.1338
H -1.93955 -1.76501 -0.97677 -0.0829 0.1250 0.0897
H -1.31866 -0.43002 1.40691 -0.2520 0.0954 -0.0060
H -0.80525 -1.99820 0.88931 0.0743 -0.0550 -0.1003
H 0.95783 -0.79270 -0.55779 -0.1287 0.1129 -0.2140
H 2.36894 -0.58259 1.38070 -0.1395 -0.3114 -0.0629
H 1.36536 -1.88038 1.58989 0.2009 -0.3924 -0.0757
H -0.35700 1.52384 0.03919 -0.0607 0.0124 -0.0033
H 0.78424 1.51632 1.37544 -0.0430 -0.1218 0.1208
H 1.48116 1.49414 -1.86261 -0.2296 -0.1932 -0.0131
O 0.16574 -0.09200 -2.92140 -0.2484 -0.3080 -0.1170
H 0.08785 -0.82892 -3.54737 0.0413 0.3416 0.2777
H -0.47283 -0.29347 -2.20143 0.1315 -0.0640 -0.1773
O -0.04252 0.45135 3.86663 0.7979 -0.5179 0.4516
H 0.59907 -0.02558 3.30350 -0.1799 0.0387 0.0099
H -0.62983 0.85148 3.24505 -0.6315 0.4535 -0.5282
O 4.21287 -0.63959 0.31025 -0.1115 -0.2433 -0.2135
H 4.70067 0.17212 0.46965 -0.0028 0.1313 -0.0985
H 3.76739 -0.50957 -0.54207 0.1761 0.1624 0.3254
```
Forces are in eV/Å.

Summary:
Energy above the lowest of the compared OMol25 structures with the same formula, charge and spin ... 0.0 kcal/mol
Energy ... -25904.47031 eV
Charge ... 0
Kohn-Sham gap ... 0.356 Ha
Structure (SMILES) ... NCNC[C@H](N)CS.O.O.O